# 1
7
Properties=species:S:1:pos:R:3 method="wB97M-V/def2-TZVPD" total_charge=+1 spin_multiplicity=1 gap_ev=9.65
C -1.67 0.28 0.02
C -0.65 -0.67 -0.09
N -2.25 1.25 -0.11
N 0.10 -1.54 -0.11
N 1.79 -0.77 -0.19
N 1.47 0.23 0.16
H 1.20 1.22 0.32

***

# 2
13
Properties=species:S:1:pos:R:3 method="wB97M-V/def2-TZVPD" spin_multiplicity=1 smiles=C[C@@H](O)CO gap_ev=11.02
C -1.53 0.24 0.35
C -0.30 -0.42 -0.22
O -0.35 -0.39 -1.63
C 0.93 0.31 0.22
O 2.10 -0.26 -0.39
H -1.59 1.27 0.01
H -1.50 0.22 1.44
H -2.43 -0.29 0.02
H -0.21 -1.47 0.14
H 0.54 -0.66 -1.94
H 0.90 1.40 0.06
H 1.08 0.16 1.39
H 2.36 -0.13 0.56

***

Taking the records one at a time from the top gives HOMO level values of -17.26, -10.25 eV.